Here is a molecular structure, C41H54As4CuF5NSe from the OMol25 dataset. Energies are from wB97M-V/def2-TZVPD.

```
107
Properties=species:S:1:pos:R:3:forces:R:3
Cu -0.1847 -0.3230 0.5475 -0.22 -0.05 -0.47
C 3.0778 3.6557 -0.2445 0.04 0.04 -0.03
As 1.9211 2.0926 0.0799 -0.02 0.17 0.09
C 0.2815 3.1430 0.2901 0.04 0.07 -0.07
C 2.1891 1.9195 2.0395 0.18 -0.20 0.05
C 3.2962 0.9504 2.5096 0.01 0.07 -0.22
C 4.5593 1.0920 1.6471 -0.16 0.04 0.16
C 2.8037 -0.5123 2.4528 0.04 0.11 -0.10
As 1.8905 -1.2090 0.8511 0.27 -0.18 0.32
C 3.3403 -1.4853 -0.4041 -0.02 0.00 -0.08
C 1.7077 -3.0364 1.5012 -0.01 -0.09 -0.08
C 3.6030 1.2228 3.9967 -0.03 0.04 -0.04
As 4.5969 2.7708 4.7281 0.06 0.04 0.05
C 6.4215 2.3602 4.1213 0.04 -0.01 -0.08
C 4.2812 4.2623 3.4890 -0.04 -0.03 -0.08
H 2.9804 4.3844 0.5633 0.01 -0.02 -0.03
H 2.7496 4.1168 -1.1772 0.01 0.00 0.01
H 4.1224 3.3667 -0.3591 -0.02 -0.01 0.03
H 0.4850 4.0639 0.8386 0.02 0.01 0.02
H -0.4545 2.5586 0.8348 -0.06 -0.06 0.05
H -0.1413 3.3822 -0.6837 0.00 0.00 -0.02
H 1.2268 1.5741 2.4299 -0.04 0.02 0.04
H 2.3609 2.9160 2.4464 -0.02 0.04 -0.03
H 4.3586 0.7949 0.6179 0.02 -0.04 -0.03
H 5.3648 0.4633 2.0345 0.00 0.00 -0.02
H 4.9060 2.1253 1.6291 0.02 -0.05 0.00
H 2.0752 -0.6764 3.2503 -0.07 0.02 0.04
H 3.6444 -1.1837 2.6465 0.06 -0.04 0.02
H 4.2621 -1.6827 0.1417 0.03 0.00 0.05
H 3.4466 -0.6272 -1.0598 0.00 0.08 -0.02
H 3.0749 -2.3380 -1.0250 -0.02 -0.01 -0.03
H 2.6771 -3.4568 1.7665 0.06 0.02 0.02
H 1.2621 -3.6370 0.7085 -0.01 0.02 -0.03
H 1.0443 -3.0566 2.3631 -0.03 0.03 0.05
H 4.1598 0.3777 4.4154 0.03 -0.03 0.01
H 2.6536 1.2476 4.5362 -0.06 -0.05 0.03
H 6.6918 1.3485 4.4264 -0.02 0.02 0.01
H 7.1087 3.0560 4.6016 0.00 0.01 0.03
H 6.5316 2.4477 3.0417 0.01 -0.02 0.04
H 3.2734 4.6571 3.6149 0.02 0.00 0.01
H 4.4322 3.9877 2.4459 0.00 0.04 0.04
H 4.9903 5.0471 3.7526 0.01 0.01 0.03
F -1.4237 -1.5211 -8.1835 -0.04 0.01 -0.12
C -0.9742 -1.5454 -6.9204 -0.03 -0.02 -0.04
C -1.6952 -2.1786 -5.9311 -0.05 -0.03 0.07
F -2.8613 -2.7636 -6.2428 -0.11 -0.07 -0.02
C -1.2186 -2.2057 -4.6350 0.11 0.08 0.03
F -1.9730 -2.8459 -3.7340 -0.04 -0.10 0.05
C -0.0170 -1.6046 -4.2518 -0.24 -0.04 -0.12
Se 0.6155 -1.6540 -2.4791 0.10 0.06 0.32
C 0.6727 -0.9697 -5.2850 -0.05 -0.06 0.12
F 1.8339 -0.3511 -5.0431 0.15 0.07 0.02
C 0.2189 -0.9422 -6.5887 0.07 0.04 0.00
F 0.9319 -0.3322 -7.5479 0.08 0.09 -0.08
C -4.9129 5.2279 5.0395 0.05 -0.05 -0.06
C -4.4027 4.3010 3.9633 0.02 0.02 0.06
C -4.7921 4.4447 2.6376 -0.01 0.01 0.00
C -4.3500 3.5721 1.6522 0.04 0.00 -0.08
C -4.7593 3.8375 0.2193 -0.01 -0.08 0.14
C -3.5215 2.4809 1.9898 -0.03 0.09 -0.03
As -2.9810 1.3718 0.4255 0.09 -0.10 -0.18
N -2.0217 -0.0804 0.9871 -0.19 -0.32 0.22
C -2.5750 -1.1420 1.7031 -0.05 0.11 0.05
C -2.0014 -2.4298 1.6180 -0.05 0.09 -0.04
C -2.4495 -3.4871 2.3931 -0.03 0.09 0.04
C -3.5051 -3.3225 3.2846 0.00 0.08 -0.06
C -4.1146 -2.0758 3.3557 0.02 0.03 -0.06
C -3.6732 -1.0159 2.5753 0.11 -0.04 -0.04
C -4.6129 0.4037 -0.1894 -0.09 -0.08 0.03
C -4.3495 -0.3425 -1.3609 0.04 0.11 -0.03
C -3.0443 -0.2802 -2.1274 -0.17 -0.10 0.17
C -5.3242 -1.1994 -1.8670 -0.01 -0.02 -0.01
C -6.5632 -1.3399 -1.2671 -0.02 -0.03 -0.02
C -7.5932 -2.2992 -1.8054 0.02 0.05 0.01
C -6.8320 -0.5627 -0.1516 -0.01 0.01 0.00
C -5.8922 0.3062 0.3975 0.05 0.06 -0.03
C -6.3722 1.1239 1.5767 0.04 -0.13 -0.05
C -3.0294 2.3958 3.3013 0.04 -0.02 0.03
C -1.9817 1.4008 3.7562 -0.11 0.08 0.07
C -3.4980 3.2942 4.2626 -0.03 0.01 0.00
H -5.5821 5.9836 4.6248 0.03 -0.03 0.02
H -4.0869 5.7415 5.5381 -0.04 -0.01 -0.01
H -5.4609 4.6713 5.8037 0.00 0.03 -0.02
H -5.4566 5.2599 2.3619 0.03 -0.04 0.01
H -5.4584 4.6733 0.1668 0.01 -0.02 0.02
H -5.2278 2.9688 -0.2487 -0.01 0.04 0.00
H -3.8832 4.0854 -0.3840 0.01 -0.01 -0.03
H -1.2075 -2.5918 0.8962 0.03 -0.01 -0.03
H -1.9735 -4.4559 2.2948 0.01 0.00 -0.04
H -3.8555 -4.1473 3.8921 0.01 0.01 0.00
H -4.9407 -1.9157 4.0426 0.01 -0.01 -0.07
H -4.1541 -0.0530 2.6680 -0.03 0.00 0.03
H -2.6253 0.7228 -2.1434 0.05 0.09 -0.02
H -3.1991 -0.6055 -3.1565 -0.04 0.02 0.04
H -2.2877 -0.9354 -1.6919 0.01 0.02 0.01
H -5.0928 -1.7802 -2.7554 0.01 0.03 0.03
H -7.2020 -2.8579 -2.6559 -0.01 0.01 0.02
H -8.4923 -1.7694 -2.1301 0.01 -0.02 0.00
H -7.8935 -3.0143 -1.0364 0.00 0.00 -0.02
H -7.8089 -0.6372 0.3206 0.05 0.00 0.01
H -7.1746 0.5946 2.0928 0.00 -0.01 -0.03
H -6.7748 2.0838 1.2425 0.01 0.01 0.02
H -5.5933 1.3429 2.2963 0.03 -0.01 0.06
H -1.4440 0.9657 2.9197 0.01 -0.02 -0.02
H -2.4321 0.5776 4.3159 0.02 0.04 -0.01
H -1.2698 1.9022 4.4161 -0.02 0.01 0.01
H -3.1347 3.1945 5.2835 0.01 0.01 -0.05
```
Positions in Å, forces in eV/Å.

energy = -15133.81986 a.u.
2S+1 = 1
LUMO energy = 2.2 eV
strongest force on any atom = 0.520 eV Å⁻¹
relative energy (zero: lowest compared OMol25 entry of this formula, charge and spin) = 0.0 kJ/mol
HOMO energy = -4.08 eV
orbital gap = 6.317 eV
net charge = -1

Here are the Mulliken charges for atoms 1 to 5, given in e: -0.8718, -1.3819, 0.6036, -0.8747, -1.1714